No. 1
12
Properties=species:S:1:pos:R:3:forces:R:3:lowdin_charge:R:1 method="wB97M-V/def2-TZVPD" orbital_gap_ev=11.287 e_tot_ev=-9350.340 smiles="CC=O.O=CO" homo_energy_ha=-0.3853
H -1.4050 1.3551 -0.1304 -0.12 0.06 0.00 0.09
H 1.2209 -0.2616 -0.4042 0.05 0.21 -0.20 0.06
O 0.5967 -0.1908 1.3853 -0.21 0.07 -0.04 0.02
H 0.4600 1.7498 1.6693 -0.11 0.47 0.16 0.12
O 1.6884 -0.4243 -1.2485 -0.07 -0.70 0.30 0.05
C -1.4581 0.9151 0.8695 0.29 -0.49 -0.11 -0.04
C 1.1002 -1.5221 -1.7758 0.13 0.67 -0.12 -0.38
O -0.0333 -1.8427 -1.5705 0.11 -0.25 0.06 0.07
C -0.0531 0.8320 1.3666 0.28 -0.20 0.01 -0.29
H -2.0990 1.5315 1.4905 0.00 0.12 0.10 0.08
H 1.8090 -2.0357 -2.4373 -0.15 -0.06 -0.11 0.14
H -1.8268 -0.1063 0.7855 -0.19 0.11 -0.06 0.09

No. 2
10
Properties=species:S:1:pos:R:3:forces:R:3:lowdin_charge:R:1 method="wB97M-V/def2-TZVPD" orbital_gap_ev=10.828 e_tot_ev=-10790.934 smiles="[H]/N=C(/C=O)OC=O" homo_energy_ha=-0.3836
H 2.6585 -0.5186 0.0819 -0.05 0.01 0.02 0.15
N -1.0741 0.9458 -1.4419 0.18 -0.14 0.23 0.21
C -0.4653 0.3472 -0.5249 -0.25 0.14 -0.22 -0.34
O 1.1478 -0.8646 1.4042 0.08 0.07 -0.26 0.10
C 1.6066 -0.4482 0.3824 -0.04 -0.14 0.32 -0.29
O 0.9193 0.1942 -0.5874 0.08 0.04 -0.10 0.06
H -1.0527 0.3116 1.6381 -0.01 -0.01 -0.06 0.13
H -0.4332 1.2719 -2.1682 -0.05 -0.04 0.06 0.08
C -1.2405 -0.1884 0.6755 -0.35 -0.31 -0.02 -0.20
O -2.0663 -1.0509 0.5404 0.42 0.38 0.04 0.10

No. 3
66
Properties=species:S:1:pos:R:3:forces:R:3:lowdin_charge:R:1 method="wB97M-V/def2-TZVPD" orbital_gap_ev=8.154 e_tot_ev=-44315.422 smiles=CC(C)N1CCC(N2CCN(Cc3cnc(-c4ccccc4)s3)C[C@@H]2CCO)CC1 homo_energy_ha=-0.2923
H -0.9744 2.4549 0.3652 0.04 0.02 -0.03 0.15
H -1.2633 3.1295 -1.9876 -0.03 -0.06 -0.02 0.12
H 1.4090 8.4173 -0.8820 0.00 0.15 -0.02 0.08
H -0.5782 6.6800 1.8428 -0.09 -0.02 0.12 0.07
C 1.7313 -3.3822 0.8042 -0.03 -0.25 0.22 -0.50
C -1.0579 -7.2575 1.6006 0.09 0.17 -0.13 -0.02
H -3.1391 -1.2681 0.2478 0.08 0.01 0.05 0.12
H 2.9111 -0.4663 -1.5227 0.02 0.03 0.02 0.12
H 1.7572 4.6799 1.5241 -0.08 0.02 0.02 0.12
C -0.3868 7.2415 0.9310 0.31 -0.23 -0.07 -0.06
S 0.6985 -4.1285 -0.3646 0.02 -0.30 0.72 1.12
H -0.5970 -7.1418 2.5687 0.04 0.01 0.09 0.11
H 0.9965 0.0113 1.5081 0.00 -0.07 -0.03 0.12
H -3.2885 -9.1609 -0.0745 -0.06 -0.06 -0.02 0.10
C -0.5716 -0.0039 -0.0058 -0.13 -0.30 -0.04 -0.28
H -0.7341 5.5338 -1.6628 -0.09 0.03 0.03 0.12
H 0.7301 0.0078 -2.4141 0.15 0.02 -0.07 0.12
C 1.0829 0.6726 -1.6183 0.19 -0.07 -0.02 -0.14
H 3.2493 -2.3500 -0.2681 -0.01 0.09 0.10 0.13
H 0.1350 -1.5318 1.3557 0.02 0.01 0.01 0.11
C -0.5529 4.8262 -0.8535 0.13 -0.09 -0.28 -0.19
H -0.5618 -1.6921 -1.3401 -0.07 -0.02 -0.07 0.08
C -1.2905 -6.5079 -0.6760 0.13 0.04 0.26 -0.06
H 1.3083 2.2575 1.3347 0.04 -0.05 -0.01 0.10
H -2.1775 -3.4501 -1.2329 -0.05 0.03 0.06 0.06
H -1.0126 -5.8302 -1.4711 -0.01 0.02 -0.13 0.08
C 2.1618 -0.0822 -0.8255 -0.04 0.17 -0.21 -0.16
C -0.1090 2.4209 -0.3088 0.18 0.23 -0.22 -0.32
H 1.6870 6.7117 0.7776 -0.09 -0.02 -0.06 0.13
C -1.3031 -1.0336 -0.8835 -0.28 -0.04 0.31 -0.14
H 2.6658 0.5936 -0.1121 0.01 -0.02 -0.03 0.12
N 0.8491 -5.1442 1.9861 -0.54 -0.85 0.39 0.06
H -1.4355 4.8244 -0.1881 0.00 0.06 -0.05 0.13
H 0.0202 4.3251 1.6776 0.05 0.03 0.02 0.12
H 2.9469 -1.7338 1.3762 -0.01 -0.04 -0.10 0.13
H -1.8307 -0.5041 -1.6775 0.00 0.00 -0.02 0.13
H -2.6664 -7.6037 -1.8837 -0.04 -0.01 -0.07 0.10
C -2.3055 -1.8827 -0.1006 0.40 0.25 0.12 -0.28
C 0.2544 -5.3248 0.8549 0.61 0.90 -0.54 -0.51
C -0.3713 3.4268 -1.4358 -0.26 0.08 0.36 -0.12
C 0.5478 -0.6965 0.7871 -0.33 0.08 0.07 -0.13
H 1.5247 1.5518 -2.0853 0.00 0.00 -0.08 0.12
H -1.2912 0.4213 0.7019 0.05 0.04 -0.02 0.15
C 2.4639 -2.1313 0.4643 0.08 0.06 -0.09 -0.21
H 0.4719 3.4443 -2.1257 0.05 0.01 -0.09 0.11
C 0.7877 6.6307 0.1537 -0.01 0.33 -0.09 -0.43
H 1.9947 2.9101 -0.1676 0.09 -0.04 -0.01 0.12
H -0.1530 8.2674 1.2035 -0.03 0.13 0.05 0.08
C -1.9819 -8.2544 1.3609 -0.05 -0.06 -0.01 -0.08
H -1.2899 7.2442 0.3254 -0.13 0.02 -0.05 0.07
C -2.2148 -7.5070 -0.9077 -0.08 -0.06 -0.08 -0.08
H 2.2088 -3.8256 2.8723 0.13 0.15 0.12 0.11
N 1.5377 -1.1967 -0.1450 0.17 0.02 0.05 -0.19
H -2.2530 -8.9363 2.1532 -0.02 -0.05 0.06 0.10
C 1.6659 -4.0731 1.9772 0.39 0.73 -0.59 -0.18
N 0.6537 5.2128 -0.1497 0.05 -0.08 0.09 -0.15
C -2.5640 -8.3815 0.1089 -0.02 -0.02 -0.03 -0.08
C 0.8765 4.3323 0.9768 0.23 -0.13 -0.02 -0.19
H 1.7979 6.9145 -1.7290 0.09 -0.02 -0.08 0.08
O -2.8858 -2.8907 -0.8932 -0.16 -0.34 -0.32 -0.07
C 1.1168 2.9078 0.4790 -0.35 0.04 0.24 -0.12
H -1.8206 -2.3321 0.7788 -0.06 0.09 0.00 0.11
C 1.0478 7.4225 -1.1295 0.04 -0.15 0.29 -0.06
N -0.0669 1.0721 -0.8372 -0.04 0.03 0.12 -0.10
H 0.1417 7.5296 -1.7202 -0.11 0.05 -0.10 0.07
C -0.7033 -6.3706 0.5814 -0.58 -0.67 -0.11 -0.23

No. 4
24
Properties=species:S:1:pos:R:3:forces:R:3:lowdin_charge:R:1 method="wB97M-V/def2-TZVPD" orbital_gap_ev=9.632 e_tot_ev=-17586.971 smiles="C[C@H](NC(=O)[C@@H](N)CO)C(=O)O" homo_energy_ha=-0.3476
C 0.6325 1.4201 1.0046 0.64 1.49 -1.00 -0.27
H 0.4048 -0.7573 -2.6141 -0.95 -0.05 0.47 0.14
O 2.1020 0.5318 -0.7557 -0.62 0.66 2.33 0.11
C -1.0329 0.7218 -0.7366 -2.57 0.60 -2.07 -0.42
O -0.1954 -2.6769 -2.1014 0.59 0.92 0.50 -0.08
H -1.6757 -2.4772 -0.0851 0.03 1.04 -0.22 0.09
C -0.4702 -1.2470 -2.1036 0.91 -0.69 -1.54 -0.19
C 0.1427 0.5929 2.1828 -0.25 1.30 0.55 -0.02
H -0.6767 2.5916 -0.2054 -0.07 -0.02 0.02 0.16
N -0.3568 1.6495 -0.0508 0.85 -0.20 1.18 0.12
O 3.0089 0.8212 1.2528 -0.89 0.08 0.07 0.10
H -1.3842 -1.1108 -2.7069 0.43 0.08 0.38 0.13
O -1.9963 1.0900 -1.4498 1.54 -0.77 1.12 0.04
N -1.7357 -1.4488 0.0109 -0.09 -0.33 0.30 0.07
H -0.6701 1.1675 2.6364 0.11 -0.14 0.19 0.10
H 0.9302 2.4918 1.2687 -0.35 -1.42 0.27 0.18
C -0.6677 -0.7453 -0.7036 -0.69 -0.11 0.86 -0.34
H 0.7348 -2.7105 -1.8082 -0.57 -0.41 -0.23 0.09
H -2.6291 -1.1096 -0.3208 -0.13 -0.24 -0.10 0.08
H 0.2065 -0.8595 -0.0903 0.71 -0.31 -0.17 0.11
C 1.9246 0.8672 0.4089 1.66 -0.58 -1.97 -0.44
H 0.9267 0.4514 2.9419 -0.32 -0.16 -0.28 0.09
H 2.7794 1.0721 2.1670 0.00 -0.08 -0.53 0.11
H -0.3023 -0.3261 1.8583 0.02 -0.67 -0.12 0.06